Entry 1:
Here is a structure of composition C46H37MnN4O4 at a distorted geometry from the Open Molecules 2025 dataset. Energies are from ωB97M-V/def2-TZVPD.

ORCA input file:
```
! RIJCOSX wB97M-V def2-TZVPD def2/J DEFGRID3
* xyz 0 5
Mn -0.314 0.150 -0.035
O -0.457 1.829 -0.779
O 1.388 0.871 -2.336
O 2.245 -4.434 -1.148
O -0.038 -0.577 1.589
N 1.752 -0.566 -0.641
N -2.222 0.059 0.349
N -0.664 -1.445 -0.997
N 0.264 -2.145 -1.673
C 3.645 -0.341 0.860
C -0.120 -2.576 2.835
C 2.606 -2.319 -2.261
C -1.386 5.583 -3.593
C 4.107 0.781 0.164
C -2.279 -3.230 3.695
C 1.790 0.636 3.274
C -4.037 -1.514 0.438
C -0.548 -4.869 3.474
C -2.705 5.547 -3.164
C 1.494 -0.715 3.413
C 1.086 2.237 -2.592
C 2.979 -3.633 -1.967
C -1.844 -4.541 3.835
C -2.943 0.922 1.068
C 0.778 -1.463 2.286
C 3.336 1.261 -0.924
C 2.785 5.272 0.052
C 1.847 -2.055 1.323
C 2.230 0.593 -1.310
C -2.142 3.761 -1.649
C -0.818 3.797 -2.066
C 1.456 -1.694 -1.563
C -1.868 -1.986 -0.735
C -0.453 4.715 -3.047
C 1.066 3.639 -0.441
C 0.207 2.840 -1.443
C 2.503 -0.995 0.509
C 1.611 4.208 1.844
C -3.077 4.630 -2.193
C 0.308 -3.892 2.977
C 2.652 -0.707 5.535
C 2.028 4.555 -0.862
C 3.366 -1.599 -3.183
C 1.930 -1.377 4.557
C -1.426 -2.257 3.200
C -4.762 -0.619 1.176
C -2.737 -1.163 0.011
C -4.216 0.637 1.502
C 2.582 5.097 1.415
C 4.125 -4.184 -2.529
C 4.880 -3.439 -3.416
C 0.861 3.486 0.924
C 2.950 0.639 5.382
C 2.516 1.307 4.247
C 4.496 -2.149 -3.762
H 2.751 2.356 4.109
H -4.433 -2.487 0.182
H 4.163 -0.688 1.746
H -3.292 -2.962 3.970
H 1.429 4.069 2.903
H 2.978 -1.240 6.420
H 2.203 4.722 -1.918
H 0.541 2.233 -3.532
H 3.513 1.163 6.144
H -1.081 6.289 -4.356
H 3.614 2.172 -1.434
H 0.570 4.764 -3.401
H 1.336 -2.777 0.686
H 1.461 1.168 2.391
H 3.532 5.971 -0.302
H -3.436 6.221 -3.590
H 2.607 -2.595 1.888
H -1.770 -1.238 3.079
H -0.194 -5.888 3.573
H -2.512 -5.302 4.219
H 4.390 -5.200 -2.272
H 3.058 -0.596 -3.445
H -4.765 1.364 2.080
H 0.103 2.800 1.275
H -5.758 -0.879 1.512
H -2.115 -2.992 -1.048
H 3.169 5.657 2.132
H 5.013 1.288 0.458
H 1.378 -4.031 -1.016
H 5.073 -1.577 -4.476
H 2.007 2.804 -2.729
H 1.700 -2.426 4.696
H -2.436 3.035 -0.905
H -2.458 1.866 1.287
H 5.767 -3.877 -3.856
H -4.106 4.589 -1.857
H 1.315 -4.175 2.699
*
```

Results
molar mass: 764.8 g mol⁻¹
LUMO level (alpha / beta): 0.3 / -0.7 eV
gap between HOMO and LUMO (alpha / beta): 0.2418 / 0.2897 hartree
expectation value of S²: 6.091
ΔE to the lowest compared entry with this formula, charge and spin: 4.272 eV
calculated total energy: -3446.03017 a.u.

Mulliken charges, unit e, in atom order: -0.40 -0.75 -0.30 -0.71 -0.20 2.93 0.93 1.65 -1.64 0.14 -0.72 -0.06 -1.00 -1.71 -0.82 0.01 -1.30 -1.00 -0.52 -0.27 -1.50 0.19 -0.56 0.15 3.20 -0.55 -1.05 -1.92 -0.29 -0.22 -0.18 -0.14 -0.14 -0.10 -0.01 1.98 -0.84 -0.65 -0.84 0.18 -0.86 -0.38 0.12 -0.50 -0.49 -0.34 0.59 -1.03 -0.77 -0.75 -0.34 0.35 -0.71 -0.62 -1.06 0.43 0.49 0.55 0.43 0.58 0.43 0.22 0.39 0.41 0.41 0.56 0.26 0.25 -0.10 0.43 0.39 1.10 0.38 0.44 0.41 0.45 0.68 0.46 0.19 0.41 0.43 0.42 0.46 0.52 0.44 0.54 0.43 0.32 0.37 0.37 0.42 0.46

=====

Entry 2:
Here is an isolated molecule of C9H21IO3Si from the Open Molecules 2025 dataset. Energies are from ωB97M-V/def2-TZVPD.

ORCA input file:
```
! RIJCOSX wB97M-V def2-TZVPD def2/J DEFGRID3
* xyz 0 1
I 0.608 1.608 -3.699
Si -0.838 0.803 -1.903
O -3.095 -1.996 0.947
O 1.904 0.507 0.173
O 0.520 2.771 -0.520
C 2.489 1.755 0.478
C 1.388 2.802 0.587
C -0.507 -1.018 -1.621
C -1.817 -1.623 0.472
C 2.839 -0.558 0.063
C 2.785 -1.447 1.292
C -0.613 1.925 -0.389
C -3.964 -0.904 1.144
C -1.705 -1.787 -1.042
H -2.226 0.957 -2.403
H 0.359 -1.088 -0.954
H 2.592 -1.121 -0.840
H -1.619 -2.849 -1.281
H -4.972 -1.299 1.263
H 3.209 2.041 -0.298
H 1.848 3.793 0.590
H -1.509 2.544 -0.249
H -0.517 1.282 0.492
H -3.959 -0.225 0.281
H 0.834 2.686 1.527
H 3.067 -0.892 2.188
H -2.648 -1.449 -1.484
H 3.850 -0.158 -0.072
H -1.083 -2.255 0.981
H -0.199 -1.459 -2.572
H -3.696 -0.332 2.040
H 3.466 -2.294 1.184
H 1.775 -1.836 1.435
H -1.590 -0.587 0.755
H 3.026 1.701 1.436
*
```

Results
molar mass: 332.3 g mol⁻¹
LUMO level: 0.7 eV
SMILES string: CCOCCOC[Si@@H](I)CCCOC
gap between HOMO and LUMO: 0.3659 hartree
calculated total energy: -1168.40668 a.u.

natural (NBO) charges, unit e, in atom order: -0.22 1.19 -0.54 -0.57 -0.54 -0.08 -0.07 -0.90 -0.06 -0.06 -0.63 -0.51 -0.25 -0.42 -0.19 0.24 0.18 0.21 0.20 0.17 0.19 0.20 0.21 0.16 0.17 0.21 0.21 0.17 0.18 0.25 0.17 0.21 0.21 0.15 0.17

=====

Entry 3:
Here is a cluster of 2 separate species, C31H28BF7O2S in total at a distorted geometry from the Open Molecules 2025 dataset. Energies are from ωB97M-V/def2-TZVPD.

ORCA input file:
```
! RIJCOSX wB97M-V def2-TZVPD def2/J DEFGRID3
* xyz 0 1
S -1.180 3.050 0.052
F 0.766 -4.724 3.144
F 2.774 4.492 2.259
F 4.309 0.429 -3.215
F 4.711 4.802 1.249
F 5.653 2.145 -2.922
F 4.342 2.967 2.395
F 3.852 2.365 -4.173
O -1.719 -2.928 0.004
O -1.985 -1.848 2.135
C -2.142 2.398 -2.205
C 0.933 -0.675 2.812
C 0.742 -2.650 -1.371
C -3.790 -1.657 0.486
C 3.755 3.871 1.540
C 3.197 3.196 0.308
C 1.826 2.971 0.213
C 0.518 -3.387 3.078
C 1.253 2.240 -0.850
C 0.237 -0.746 0.357
C 0.925 -1.265 4.067
C 0.500 -1.332 1.653
C 0.253 -2.855 1.728
C 4.057 2.798 -0.717
C -4.753 -0.639 -0.152
C -0.869 1.773 -2.138
C 3.076 -2.809 -1.961
C 2.298 -0.911 -0.694
C 4.341 1.798 -3.025
C 1.778 -3.327 -1.994
C -2.840 -2.228 -0.586
C 0.777 -2.660 4.199
C 3.495 2.201 -1.842
C -2.888 -0.917 1.493
C -4.584 -2.701 1.256
C -0.191 1.826 -0.884
C 0.989 -1.433 -0.674
C -3.659 4.134 -1.028
C 2.121 1.950 -1.920
C -2.465 3.218 -1.138
C 3.314 -1.569 -1.345
B -1.247 -2.587 1.254
H -0.441 1.330 -3.032
H 2.472 -0.008 -0.102
H -5.235 -3.295 0.619
H 5.123 2.970 -0.654
H 4.302 -1.114 -1.339
H 3.901 -3.342 -2.440
H -0.249 -3.083 -1.329
H 1.209 3.393 0.990
H 1.110 -0.680 4.968
H 0.832 -3.116 5.196
H -4.191 0.164 -0.657
H -4.185 4.316 -1.979
H -0.204 0.218 0.200
H -2.823 2.364 -3.051
H 1.285 0.340 2.673
H 0.780 -3.462 0.980
H -2.344 -0.102 0.959
H -3.406 -2.970 -1.161
H -3.898 -3.348 1.799
H -5.409 -1.119 -0.903
H -3.365 5.115 -0.630
H -2.506 -1.403 -1.256
H -5.227 -2.188 1.985
H -3.506 -0.489 2.288
H -5.380 -0.193 0.646
H -4.422 3.706 -0.359
H 1.579 -4.304 -2.435
H 1.716 1.520 -2.826
*
```

Results
molar mass: 608.4 g mol⁻¹
LUMO level: -0.5 eV
SMILES string: CC1(C)COB([C@@H]2C(F)=CC=C/C2=C/c2ccccc2)OC1.Cc1ccc(-c2cc(C(F)(F)F)cc(C(F)(F)F)c2)s1
gap between HOMO and LUMO: 0.2367 hartree
ΔE to the lowest compared entry with this formula, charge and spin: 3.899 eV
calculated total energy: -2470.64729 a.u.

natural (NBO) charges, unit e, in atom order: 0.38 -0.34 -0.33 -0.33 -0.32 -0.32 -0.33 -0.33 -0.74 -0.73 -0.29 -0.27 -0.19 -0.11 0.98 -0.16 -0.13 0.60 -0.05 -0.36 -0.12 0.10 -0.73 -0.17 -0.61 -0.18 -0.22 -0.24 0.98 -0.24 -0.05 -0.39 -0.14 -0.06 -0.61 -0.23 0.02 -0.65 -0.15 -0.12 -0.20 1.18 0.23 0.21 0.21 0.25 0.22 0.21 0.23 0.23 0.22 0.23 0.21 0.24 0.24 0.23 0.22 0.29 0.18 0.19 0.23 0.22 0.24 0.19 0.21 0.19 0.21 0.24 0.21 0.23